Version A
19
Properties=species:S:1:pos:R:3 method="wB97M-V/def2-TZVPD" e_homo_ev=-9.43 smiles=CC[C@@H](C)CN
C 0.64 0.95 1.06
C 0.49 0.04 -0.20
C 0.86 0.82 -1.44
C -0.91 -0.60 -0.26
C -1.06 -1.63 -1.36
N 0.11 0.50 2.34
H 1.72 1.06 1.23
H 0.31 1.97 0.83
H 1.30 -0.69 -0.06
H 0.13 1.64 -1.59
H 1.81 1.34 -1.48
H 0.66 0.23 -2.34
H -1.64 0.21 -0.28
H -1.08 -1.01 0.74
H -2.06 -1.59 -1.81
H -0.33 -1.56 -2.16
H -0.95 -2.67 -1.02
H 0.24 -0.49 2.43
H -0.92 0.47 2.26



Version B
19
Properties=species:S:1:pos:R:3 method="wB97M-V/def2-TZVPD" e_homo_ev=-8.33 smiles="C=CN.CCC"
C -1.02 3.17 -3.64
C -0.50 1.77 -4.00
C -0.22 0.87 -2.76
H -1.77 3.51 -4.36
H -0.20 3.89 -3.69
H -1.44 3.27 -2.65
H 0.45 1.90 -4.53
H -1.16 1.21 -4.67
H 0.58 1.33 -2.18
H -1.07 0.81 -2.10
H 0.15 -0.03 -3.26
C -0.16 -2.97 5.37
C 1.11 -2.87 4.97
N 1.62 -2.12 3.89
H -0.93 -2.21 5.47
H -0.37 -3.84 6.00
H 1.91 -3.39 5.47
H 2.09 -2.73 3.23
H 0.92 -1.56 3.43



Computed relative energies in units of kcal/mol: version A 0.0; version B 29.2



Version A
19
Properties=species:S:1:pos:R:3 method="wB97M-V/def2-TZVPD" e_homo_ev=-8.88 smiles=CCCCNC
C -1.11 1.45 -1.95
C 0.37 1.32 -1.56
C 0.71 0.04 -0.82
C 0.13 -0.03 0.58
N 0.51 -1.26 1.29
C -0.42 -1.60 2.36
H -1.38 1.36 -2.99
H -1.47 2.43 -1.63
H -1.70 0.72 -1.40
H 0.98 1.42 -2.46
H 0.69 2.18 -0.96
H 0.37 -0.80 -1.44
H 1.80 -0.08 -0.75
H 0.40 0.85 1.16
H -0.96 0.01 0.50
H 1.40 -1.03 1.70
H 0.05 -2.13 3.18
H -0.96 -0.70 2.68
H -1.19 -2.26 1.95



Version B
19
Properties=species:S:1:pos:R:3 method="wB97M-V/def2-TZVPD" e_homo_ev=-9.02 smiles=CCC[C@@H](C)N
C 1.42 0.21 -1.30
C -0.01 -0.22 -1.03
C -0.25 -0.72 0.40
C -0.94 0.25 1.30
C 0.17 1.31 1.86
N -0.43 -1.45 -2.03
H 1.46 1.20 -1.19
H 1.67 -0.15 -2.33
H 2.13 -0.37 -0.62
H -0.68 0.74 -1.31
H 0.72 -0.99 0.87
H -0.95 -1.62 0.48
H -1.67 -0.33 2.10
H -1.78 0.91 0.94
H 0.00 2.06 1.21
H 1.15 0.98 1.88
H -0.15 1.63 2.77
H -1.12 -1.20 -2.70
H -0.74 -2.25 -1.30



Version C
19
Properties=species:S:1:pos:R:3 method="wB97M-V/def2-TZVPD" e_homo_ev=-8.30 smiles=CCCNCC
C 0.19 0.51 -1.38
C -0.79 1.53 -1.89
C 0.73 0.77 0.04
N -0.03 0.34 1.20
C -0.50 -1.03 1.33
C 0.48 -2.08 0.85
H 1.10 0.39 -1.97
H -0.30 -0.47 -1.41
H -0.37 2.54 -1.95
H -1.25 1.16 -2.81
H -1.59 1.67 -1.15
H 1.78 0.47 0.12
H 0.79 1.86 0.17
H -0.75 1.00 1.45
H -1.47 -1.19 0.84
H -0.76 -1.20 2.38
H 1.52 -1.84 1.09
H 0.50 -2.09 -0.24
H 0.23 -3.01 1.35



Computed relative energies in units of kcal/mol: version A 0.0; version B 45.8; version C 1.9



Version A
68
Properties=species:S:1:pos:R:3 method="wB97M-V/def2-TZVPD" e_homo_ev=-8.76 smiles="COCCNC(=O)[C@H](c1ccc(C)cc1)N(C(=O)CCC(=O)Nc1ccccn1)C1CCCC1"
C 2.61 0.49 2.95
H 2.18 1.27 2.31
O 1.79 0.24 4.07
C 0.44 -0.02 3.76
C 0.20 -1.33 2.97
N 0.25 -1.13 1.54
C 1.05 -1.85 0.74
O 1.85 -2.67 1.17
C 0.90 -1.64 -0.78
N -0.31 -0.95 -1.18
C -0.46 0.40 -1.25
O -1.48 0.91 -1.70
C 0.66 1.28 -0.71
H 1.38 1.47 -1.51
H 1.17 0.81 0.12
C 0.03 2.61 -0.28
C -1.12 2.36 0.68
O -1.25 1.32 1.30
N -1.96 3.42 0.80
C -3.11 3.55 1.57
N -3.69 4.74 1.44
C -4.78 4.99 2.13
C -5.37 4.07 2.99
C -4.76 2.83 3.13
C -3.60 2.55 2.41
H -3.10 1.61 2.49
H -5.17 2.09 3.79
H -6.26 4.32 3.53
H -5.21 5.97 1.97
H -1.79 4.24 0.23
H 0.78 3.24 0.22
H -0.35 3.14 -1.16
C -1.44 -1.78 -1.59
H -2.22 -1.07 -1.85
C -1.94 -2.71 -0.48
C -2.49 -3.92 -1.23
C -1.46 -4.12 -2.34
H -1.84 -4.74 -3.15
H -0.57 -4.59 -1.94
C -1.15 -2.69 -2.81
H -0.12 -2.59 -3.16
H -1.81 -2.41 -3.63
H -2.59 -4.80 -0.59
H -3.46 -3.69 -1.66
H -1.11 -3.03 0.16
H -2.69 -2.23 0.15
C 2.15 -1.08 -1.45
C 2.08 -0.65 -2.77
C 3.20 -0.17 -3.42
C 4.43 -0.12 -2.78
C 4.50 -0.57 -1.47
C 3.39 -1.05 -0.81
H 3.49 -1.41 0.20
H 5.45 -0.54 -0.96
C 5.65 0.38 -3.50
H 6.21 -0.46 -3.91
H 6.30 0.92 -2.81
H 5.38 1.04 -4.32
H 3.11 0.16 -4.45
H 1.13 -0.67 -3.29
H 0.81 -2.67 -1.15
H -0.40 -0.44 1.17
H -0.78 -1.72 3.24
H 0.97 -2.06 3.23
H -0.05 -0.10 4.73
H 0.00 0.81 3.19
H 3.56 0.83 3.35
H 2.77 -0.41 2.36



Version B
68
Properties=species:S:1:pos:R:3 method="wB97M-V/def2-TZVPD" e_homo_ev=-8.40 smiles="CCCCOc1ccc(N(CC(=O)NC2CCCC2)C(=O)CCC(=O)Nc2ccccn2)cc1"
C -9.02 -1.22 0.25
H -9.43 -0.61 1.05
C -7.52 -1.39 0.42
H -7.31 -1.89 1.37
C -6.80 -0.04 0.39
C -5.29 -0.20 0.56
O -4.72 1.09 0.52
C -3.37 1.21 0.58
C -2.48 0.15 0.76
C -1.12 0.39 0.79
C -0.62 1.67 0.62
C -1.51 2.74 0.50
C -2.86 2.51 0.47
H -3.56 3.32 0.36
H -1.13 3.75 0.43
N 0.79 1.88 0.64
C 1.52 2.40 -0.36
O 2.74 2.50 -0.27
C 0.82 2.82 -1.64
C 1.06 1.78 -2.74
C 0.30 0.51 -2.38
O -0.87 0.35 -2.64
N 1.07 -0.40 -1.72
C 0.71 -1.65 -1.21
N 1.74 -2.31 -0.69
C 1.52 -3.49 -0.14
C 0.27 -4.08 -0.09
C -0.80 -3.40 -0.67
C -0.58 -2.16 -1.24
H -1.38 -1.59 -1.69
H -1.79 -3.83 -0.66
H 0.13 -5.04 0.37
H 2.39 -3.98 0.28
H 2.04 -0.18 -1.53
H 0.65 2.16 -3.68
H 2.12 1.59 -2.85
H -0.25 2.95 -1.50
H 1.26 3.77 -1.95
C 1.47 1.45 1.86
H 0.73 1.39 2.66
C 2.16 0.07 1.74
O 1.68 -0.93 2.23
N 3.32 0.13 1.08
H 3.60 1.01 0.67
C 4.26 -0.97 1.00
C 5.56 -0.61 1.74
C 6.42 0.15 0.72
H 6.48 1.21 0.97
H 7.44 -0.24 0.70
C 5.74 -0.05 -0.65
H 6.46 -0.28 -1.44
H 5.21 0.86 -0.94
C 4.75 -1.19 -0.43
H 5.26 -2.15 -0.48
H 3.93 -1.21 -1.15
H 6.06 -1.53 2.05
H 5.36 -0.02 2.63
H 3.76 -1.84 1.42
H 2.23 2.20 2.10
H -0.44 -0.44 0.95
H -2.83 -0.86 0.88
H -4.89 -0.82 -0.25
H -5.07 -0.68 1.52
H -7.00 0.47 -0.55
H -7.18 0.60 1.19
H -7.13 -2.02 -0.38
H -9.52 -2.19 0.28
H -9.25 -0.74 -0.70



Computed relative energies in units of kcal/mol: version A 6.0; version B 0.0



Version A
6
Properties=species:S:1:pos:R:3 method="wB97M-V/def2-TZVPD" e_homo_ev="-9.91 / -9.91"
N 1.36 -1.45 0.06
O 1.08 1.14 0.57
P 0.55 -0.05 -0.07
S -1.69 1.35 -0.93
Cl -2.33 1.05 1.00
H 1.02 -2.04 -0.63



Version B
6
Properties=species:S:1:pos:R:3 method="wB97M-V/def2-TZVPD" e_homo_ev="-9.89 / -9.90"
N -1.53 0.26 1.08
O -0.98 1.43 -1.24
P -0.58 0.55 -0.19
S 1.90 -0.18 -1.37
Cl 2.56 -1.54 0.01
H -1.37 -0.52 1.71



Computed relative energies in units of kcal/mol: version A 6.7; version B 0.0